A structure of composition C52H88AsN3O6SSbTi at a distorted geometry, computed with wB97M-V/def2-TZVPD.

Summary:
**Energy relative to the best compared isomer or geometry (same formula, charge and spin)**: 1.5184 eV
**Kohn-Sham gap**: 6.45 eV
**DFT total energy**: -173441.8804 eV
**Total charge**: -1

Each line ends with the Mulliken charge.
Cartesian coordinates (Å):
Ti 0.43 1.16 -1.02  -0.6878
C -1.87 2.48 6.27  -2.4015
C -2.37 1.71 5.05  2.3414
C -3.76 2.25 4.68  -1.5031
C -2.49 0.23 5.43  -1.2307
C -1.43 1.84 3.85  -0.2524
C -1.75 1.19 2.65  0.1007
C -0.86 1.22 1.59  -1.5626
N -1.07 0.83 0.29  0.9498
C -2.30 0.55 -0.29  -0.3150
C -3.40 -0.11 0.24  -0.9966
C -4.63 -0.08 -0.42  0.4422
C -4.73 0.74 -1.53  -0.4541
C -3.63 1.39 -2.12  0.1992
C -2.37 1.11 -1.59  0.6269
O -1.19 1.42 -2.14  -0.3877
C -3.79 2.48 -3.19  2.4265
C -3.16 3.76 -2.62  -1.6145
C -5.26 2.77 -3.49  -2.4285
C -3.08 2.12 -4.50  -1.4842
C -5.79 -0.89 0.15  2.2337
C -5.43 -2.38 0.12  -1.4033
C -6.06 -0.46 1.60  -1.6139
C -7.08 -0.69 -0.65  -2.3958
C 0.42 1.86 1.70  0.2760
O 1.25 1.58 0.70  0.4626
C 0.58 2.75 2.76  0.5663
C -0.31 2.64 3.86  -0.7646
C 1.56 3.94 2.76  2.7066
C 2.21 4.16 1.39  -1.7519
C 0.75 5.22 3.06  -1.8365
C 2.63 3.76 3.83  -1.7351
H -2.54 2.31 7.12  0.4558
H -1.85 3.56 6.08  0.3786
H -0.87 2.16 6.56  0.3942
H -4.43 2.19 5.54  0.4590
H -4.21 1.67 3.87  0.1367
H -3.70 3.29 4.37  0.3134
H -3.14 0.10 6.30  0.4966
H -1.50 -0.18 5.66  0.3180
H -2.91 -0.34 4.60  -0.0204
H -2.72 0.73 2.52  0.2834
H -3.28 -0.68 1.16  0.0066
H -5.71 0.89 -1.98  0.6889
H -3.61 4.01 -1.66  0.3282
H -3.31 4.60 -3.31  0.4557
H -2.08 3.63 -2.47  0.0918
H -5.80 3.06 -2.59  0.3856
H -5.76 1.91 -3.94  0.4074
H -5.32 3.60 -4.20  0.4585
H -2.02 1.95 -4.33  -0.0016
H -3.19 2.95 -5.21  0.6512
H -3.52 1.23 -4.95  0.3048
H -4.50 -2.56 0.66  0.1512
H -5.29 -2.71 -0.91  0.2391
H -6.22 -2.98 0.58  0.4700
H -5.23 -0.73 2.26  0.2141
H -6.97 -0.94 1.98  0.5312
H -6.20 0.63 1.65  0.3162
H -6.95 -0.98 -1.70  0.4079
H -7.41 0.35 -0.61  0.4210
H -7.88 -1.31 -0.22  0.4183
H -0.11 3.26 4.72  0.4367
H 1.46 4.17 0.59  0.3253
H 2.93 3.38 1.15  0.0327
H 2.74 5.12 1.39  0.4575
H -0.08 5.32 2.35  0.3156
H 1.40 6.09 2.96  0.5025
H 0.33 5.22 4.07  0.3324
H 3.20 2.84 3.65  0.1024
H 2.18 3.69 4.83  0.2848
H 3.33 4.60 3.83  0.4850
O 1.54 3.82 -3.44  -0.7037
C 1.47 2.93 -2.66  -0.2300
O 0.78 2.93 -1.53  -0.5581
C 2.23 1.58 -2.85  0.0794
O 2.88 1.32 -3.81  -0.6567
O 2.07 0.76 -1.81  3.4942
C 3.77 -4.10 -0.69  -2.0680
C 3.94 -3.36 0.64  2.4564
C 2.73 -3.70 1.53  -2.2986
C 5.21 -3.83 1.34  -1.9059
Sb 3.77 -1.16 0.12  -1.1847
C 5.42 -0.94 -1.38  2.1707
C 5.77 0.55 -1.44  -1.9849
C 6.68 -1.75 -1.10  -1.9208
C 4.84 -1.36 -2.73  -1.6126
C 4.67 -0.20 1.94  1.8648
C 3.67 -0.50 3.06  -1.7941
C 4.63 1.31 1.67  -1.8008
C 6.08 -0.59 2.37  -1.7905
H 3.66 -5.18 -0.51  0.5543
H 4.64 -3.97 -1.33  0.3238
H 2.89 -3.75 -1.23  0.2152
H 2.65 -4.80 1.64  0.5306
H 1.81 -3.34 1.08  0.6885
H 2.83 -3.27 2.52  0.2358
H 5.21 -4.93 1.40  0.5016
H 5.25 -3.46 2.37  0.3454
H 6.11 -3.52 0.83  0.2643
H 6.40 0.84 -0.59  0.4099
H 4.88 1.18 -1.45  0.2289
H 6.34 0.76 -2.36  0.5341
H 7.10 -1.54 -0.12  0.1928
H 7.44 -1.51 -1.86  0.5243
H 6.48 -2.83 -1.17  0.3047
H 3.98 -0.74 -3.00  -0.1124
H 4.54 -2.41 -2.73  0.2002
H 5.60 -1.23 -3.52  0.5605
H 2.65 -0.23 2.76  0.1458
H 3.93 0.06 3.96  0.5027
H 3.67 -1.57 3.32  0.3551
H 5.41 1.62 0.99  0.0755
H 4.78 1.86 2.61  0.7038
H 3.66 1.60 1.25  -0.0225
H 6.16 -1.65 2.61  0.2306
H 6.35 -0.02 3.27  0.4847
H 6.81 -0.36 1.60  0.2899
C 1.96 -2.80 -4.51  -1.3775
C 0.46 -2.70 -4.22  -0.6028
As -0.09 -0.93 -3.53  0.9135
C 0.26 0.12 -5.16  -0.8682
C -0.49 -0.25 -6.43  -1.5814
C -2.00 -1.30 -3.84  -0.1328
C -2.61 -2.29 -2.84  -0.7872
H 2.23 -3.80 -4.88  0.4995
H 2.53 -2.61 -3.60  0.1663
H 2.27 -2.07 -5.26  0.3045
H 0.19 -3.42 -3.45  0.2940
H -0.13 -2.93 -5.11  0.5722
H 1.34 0.05 -5.33  0.7168
H 0.08 1.17 -4.90  0.2776
H -0.39 -1.31 -6.66  0.2760
H -0.10 0.31 -7.28  0.4342
H -1.56 -0.01 -6.35  0.1998
H -2.11 -1.69 -4.86  0.9087
H -2.54 -0.36 -3.77  -1.0074
H -2.12 -3.26 -2.89  0.4302
H -3.67 -2.43 -3.04  0.5111
H -2.50 -1.91 -1.82  -0.2995
C -1.28 -4.58 0.02  -0.8962
N -1.24 -3.58 1.07  0.6099
C -1.80 -3.71 2.33  -1.1092
C -1.53 -2.57 3.00  -0.4247
N -0.79 -1.77 2.15  0.5515
C -0.62 -2.38 0.96  -1.3121
S 0.18 -1.80 -0.39  1.2798
H -1.21 -5.57 0.46  0.4077
H -0.45 -4.40 -0.65  0.3052
H -2.21 -4.51 -0.55  0.1799
H -2.35 -4.58 2.64  0.5491
H -1.78 -2.28 4.01  0.5120
H -0.54 -0.81 2.32  -0.2734